The following is a DFT calculation (the ωB97M-V functional and the def2-TZVPD basis) of a 14-piece molecular cluster, C36H84O22S10 overall in a non-equilibrium geometry.

Atoms and positions in Å:
C -3.6126 -4.3290 -0.4047
C -2.6162 -3.3721 -0.9756
C -1.4461 -4.1707 -1.5802
O -1.4176 -3.7064 -2.9403
C -2.4190 -2.8209 -3.1500
O -2.6588 -2.3376 -4.2582
O -3.2617 -2.7823 -2.0808
H -3.7848 -5.0603 -1.1944
H -4.6414 -3.9726 -0.3549
H -3.2580 -4.7724 0.5258
H -2.3121 -2.5886 -0.2815
H -1.4957 -5.2234 -1.3022
H -0.5291 -3.8394 -1.0929
C 1.5914 -5.3253 4.0934
C 0.0578 -5.1154 3.6840
C -0.2460 -4.3263 2.4482
O -1.0442 -5.1901 1.6117
C -1.1813 -6.3785 2.2405
O -1.8258 -7.2972 1.7440
O -0.3235 -6.4083 3.2612
H 2.1507 -5.5682 3.1899
H 1.7896 -5.9647 4.9535
H 1.9848 -4.3655 4.4283
H -0.6007 -4.8799 4.5201
H 0.6676 -4.1223 1.8897
H -0.7456 -3.3796 2.6539
C -0.1985 1.3865 1.9888
C 0.2715 0.6460 0.7739
C 0.0081 -0.8393 0.8221
O -0.4059 -1.0638 -0.4836
C -0.6975 0.1407 -1.1270
O -1.2315 0.1958 -2.2294
O -0.4859 1.1445 -0.2935
H -0.2961 2.4611 1.8345
H 0.3359 1.2809 2.9329
H -1.1739 1.1002 2.3823
H 1.3215 0.8629 0.5773
H -0.7297 -1.0364 1.5999
H 0.9852 -1.3102 0.9302
C 2.2927 6.1472 -2.3905
C 2.0894 4.6391 -2.7540
C 0.7170 3.9871 -2.5141
O 0.4418 3.3706 -3.7254
C 1.1778 3.8779 -4.6924
O 0.9127 3.8024 -5.8961
O 2.1524 4.5427 -4.1428
H 3.1786 6.5186 -2.9054
H 2.4852 6.3190 -1.3314
H 1.6427 6.9700 -2.6879
H 2.8672 4.0546 -2.2624
H -0.0552 4.6757 -2.1709
H 0.9435 3.2485 -1.7452
C -3.0860 3.0955 -2.8569
S -4.1900 1.8200 -2.0244
O -5.5166 2.4718 -1.7052
C -4.4679 0.5732 -3.3199
H -3.2587 4.0254 -2.3150
H -3.2826 3.3105 -3.9072
H -2.0335 2.8248 -2.7737
H -4.9487 1.0327 -4.1835
H -5.0496 -0.2476 -2.9002
H -3.5403 0.1857 -3.7411
C 2.8407 0.2755 -4.5917
S 2.8433 -1.3564 -3.6942
O 4.0051 -2.1705 -4.2680
C 1.2735 -1.8895 -4.3922
H 3.8393 0.6931 -4.7204
H 2.1727 1.0180 -4.1553
H 2.4843 0.0828 -5.6036
H 1.4490 -1.9712 -5.4648
H 0.3554 -1.3228 -4.2375
H 1.0819 -2.9113 -4.0648
C -1.4627 -1.4830 4.9179
S -2.4956 -0.3466 5.9135
O -2.4205 -0.7715 7.3729
C -1.1476 0.9754 5.8574
H -1.9777 -2.4218 4.7143
H -0.4807 -1.7407 5.3145
H -1.2841 -0.8916 4.0198
H -1.1456 1.5318 4.9201
H -0.2065 0.4511 6.0235
H -1.4576 1.6375 6.6658
C -1.3149 0.9720 -6.0116
S 0.1775 0.7807 -7.1501
O 0.4145 -0.7518 -7.1523
C -0.8511 1.1806 -8.6094
H -2.1181 0.3809 -6.4518
H -1.4708 2.0507 -6.0014
H -1.1174 0.5828 -5.0128
H -1.5065 0.3138 -8.6937
H -0.1626 1.1294 -9.4529
H -1.4755 2.0687 -8.5109
C 3.2225 0.5721 4.2984
S 2.5796 -1.1863 4.3896
O 1.2720 -1.2103 3.5977
C 3.8420 -2.1530 3.4093
H 2.8053 1.1414 3.4678
H 4.3114 0.6036 4.3356
H 2.8024 1.0686 5.1731
H 4.7985 -2.1021 3.9296
H 3.9234 -1.5981 2.4747
H 3.6131 -3.1617 3.0655
C 2.3822 -4.9921 -2.2209
S 2.6070 -4.5676 -0.3972
O 2.2413 -3.0877 -0.2735
C 4.4223 -4.5859 -0.4189
H 2.7119 -6.0238 -2.3433
H 3.0516 -4.4790 -2.9114
H 1.3646 -4.9628 -2.6104
H 4.8493 -3.8342 -1.0828
H 4.6827 -5.5807 -0.7804
H 4.8937 -4.4465 0.5539
C -3.8942 5.3156 3.3240
S -2.4973 4.4377 2.5386
O -1.7334 3.8042 3.6916
C -3.3832 3.0389 1.6724
H -3.6335 6.1324 3.9969
H -4.6955 4.6737 3.6903
H -4.3612 5.8256 2.4815
H -3.9211 2.2844 2.2463
H -2.6819 2.4486 1.0826
H -4.1085 3.3700 0.9292
C 4.0308 -0.0465 0.0069
S 4.4507 1.6667 -0.4318
O 3.2642 2.5325 -0.0235
C 5.7009 1.9279 0.8894
H 4.9433 -0.6177 0.1772
H 3.4711 -0.4307 -0.8459
H 3.4819 0.0539 0.9432
H 6.5872 1.3218 0.7018
H 5.1672 1.6352 1.7937
H 6.0103 2.9693 0.8009
C 1.4390 4.4636 2.4347
S 2.7539 5.7393 2.4966
O 2.3855 6.6780 3.6221
C 4.1236 4.7067 3.0353
H 1.6331 3.7048 1.6766
H 0.4506 4.8447 2.1780
H 1.2467 4.0086 3.4064
H 4.0348 4.7298 4.1214
H 5.0865 5.1867 2.8605
H 4.1343 3.7056 2.6043
C -5.8471 -1.2090 2.9383
S -4.3834 -0.6807 1.9391
O -3.3006 -1.7774 2.0127
C -5.1344 -0.7461 0.2380
H -6.6963 -0.5282 2.9969
H -5.5229 -1.1785 3.9785
H -6.0685 -2.2409 2.6656
H -4.3974 -0.3951 -0.4844
H -5.9114 -0.0077 0.0399
H -5.4392 -1.7750 0.0470

Calculated total energy: -7058.8752 Eh
E_HOMO: -8.7 eV
Total charge: 0
F_max: 3.639 eV Å⁻¹
ΔE to the lowest compared entry with this formula, charge and spin: 0.00 kJ/mol